1.
Molecular formula: C46H60N5P2PtS5Sb2
Method: DFT, wB97M-V/def2-TZVPD

Structure (ORCA input):
```
! wB97M-V def2-TZVPD RIJCOSX def2/J DEFGRID3
* xyz 3 1
Pt -0.362 0.310 -1.267
Sb -2.901 0.730 -0.635
Sb -0.653 1.862 -3.410
S -0.789 3.733 -0.303
S -1.216 3.880 2.989
S 1.142 8.907 1.358
S -0.015 6.612 2.799
S 0.269 6.460 -0.083
P 2.030 0.457 -1.334
P 0.008 -1.885 -2.214
N 1.829 -3.562 -1.074
N 1.013 -0.934 6.029
N -0.196 -0.334 0.995
N 1.269 -2.930 5.061
N 3.387 -1.515 0.003
C -2.399 -2.750 -3.086
C -0.379 5.045 0.672
C -6.095 1.633 -4.351
C -1.955 -3.170 -0.655
C 1.382 -1.801 7.036
C 3.246 -5.204 -0.052
C 4.475 1.427 -0.313
C -4.367 2.315 -2.797
C -3.404 0.929 1.409
C 2.373 -1.261 -0.779
C 2.753 3.072 -1.110
C 2.977 1.746 -0.364
C 0.127 -1.618 1.264
C -0.514 5.148 2.076
C 0.512 -2.065 2.499
C -0.832 -4.589 -2.384
C 1.971 -2.731 9.114
C 4.302 -5.480 0.764
C 0.567 -1.167 3.571
C -1.167 0.588 -5.008
C 2.958 0.418 -2.901
C 0.513 7.431 1.342
C 5.055 -4.437 1.366
C 0.958 -1.674 4.876
C -1.337 -3.179 -2.058
C -1.159 4.525 4.675
C 2.394 1.854 1.037
C -3.891 2.477 -1.387
C -3.555 2.681 -3.872
C 1.899 -4.172 7.157
C -5.639 1.809 -3.053
C 1.549 -2.306 -1.291
C -4.412 -0.652 -1.174
C 0.942 2.950 -4.272
C 1.536 -3.044 6.409
C 0.564 -2.106 -3.931
C 1.608 -1.614 8.402
C 2.905 -3.855 -0.303
C 0.209 0.154 3.304
C 3.669 -2.812 0.282
C -4.008 2.471 -5.173
C 4.749 -3.128 1.138
C -5.268 1.950 -5.419
C 2.112 -3.998 8.501
C -0.155 0.519 2.025
C -2.216 3.322 -3.661
H -6.292 1.573 -2.221
H -1.389 -3.797 0.035
H -0.137 4.552 5.046
H -5.613 1.815 -6.435
H 0.209 0.913 4.076
H 3.278 3.098 -2.066
H 2.387 -4.845 9.113
H -2.606 1.390 1.980
H 0.810 0.042 6.143
H -7.097 1.266 -4.528
H 3.151 3.884 -0.499
H 1.076 -3.068 -3.981
H -2.681 -1.701 -2.972
H -1.753 3.838 5.274
H 1.510 -0.648 8.879
H -1.615 5.513 4.725
H -1.673 -5.276 -2.259
H -3.376 2.755 -6.008
H 1.330 2.075 0.993
H -3.294 -3.354 -2.930
H 4.573 -6.508 0.963
H 0.765 -3.103 2.669
H -5.349 -0.259 -0.782
H -2.961 -3.589 -0.712
H -2.032 -2.169 -0.229
H 5.886 -4.692 2.011
H 5.317 -2.322 1.582
H -0.489 -4.678 -3.415
H 0.068 -2.315 0.453
H 0.546 3.328 -5.214
H 2.890 2.673 1.562
H 3.000 1.399 -3.361
H -4.294 1.554 1.444
H -3.205 3.307 -1.250
H 2.549 0.935 1.606
H -0.031 -4.899 -1.721
H -2.079 -2.918 -4.113
H -0.284 -2.112 -4.610
H 1.224 3.775 -3.621
H -1.871 3.844 -4.555
H -0.434 1.542 1.813
H 4.945 2.192 0.309
H 1.802 2.321 -4.467
H 4.941 1.478 -1.296
H -4.214 -1.621 -0.723
H -4.726 2.599 -0.697
H 2.154 -2.641 10.176
H 1.693 3.274 -1.280
H -4.483 -0.757 -2.253
H -2.162 3.995 -2.810
H 3.971 0.094 -2.666
H 2.530 -0.281 -3.607
H -2.085 0.049 -4.778
H -1.320 1.215 -5.886
H 4.674 0.455 0.126
H -3.626 -0.058 1.815
H 1.243 -1.329 -4.256
H 2.663 -5.989 -0.515
H -0.363 -0.113 -5.203
H 1.980 -5.142 6.687
*
```

Values from the calculation:
Orbital gap (spin up / spin down) = 3.09 / 3.09 eV
LUMO (spin up / spin down) = -10.759 / -10.760 eV
Total energy = -145179.697 eV
Highest occupied orbital energy (spin up / spin down) = -13.8 / -13.8 eV

2.
Molecular formula: C46H61Br52FI2N5O
Method: DFT, wB97M-V/def2-TZVPD

Structure (ORCA input):
```
! wB97M-V def2-TZVPD RIJCOSX def2/J DEFGRID3
* xyz 1 1
I -2.188 5.498 -2.949
I -0.538 5.910 1.930
Br 0.025 5.812 5.534
Br 14.140 7.331 -6.331
Br 12.908 3.749 4.907
Br 4.396 0.163 5.292
Br -9.528 -1.951 2.249
Br -11.059 -3.107 -6.574
Br -1.614 -11.323 1.201
Br -11.638 -4.220 1.396
Br -2.205 7.894 6.547
Br 15.513 -0.516 3.147
Br 0.736 7.932 7.843
Br -7.960 -3.236 -7.421
Br -3.381 3.938 3.125
Br -2.839 -6.788 2.938
Br 1.146 -3.582 -7.469
Br -15.023 1.895 7.793
Br -10.616 3.326 4.921
Br 3.123 1.046 2.476
Br -14.072 1.246 4.790
Br 11.616 4.268 -6.273
Br 14.164 2.818 -4.956
Br -6.049 -6.866 3.093
Br -4.478 -4.120 3.664
Br 5.899 -15.565 3.694
Br -12.864 -2.291 -2.561
Br 13.018 6.340 -9.179
Br 12.982 0.957 1.825
Br -9.918 -1.029 -2.315
Br 16.013 3.217 4.268
Br -8.604 0.829 5.175
Br -1.820 -15.596 3.549
Br -3.106 -8.789 -0.094
Br 0.182 -2.894 -4.480
Br 14.421 1.255 6.256
Br 1.176 -14.478 3.881
Br -1.386 -1.656 -6.999
Br 8.319 0.821 -2.346
Br 4.640 -14.567 0.909
Br 14.393 -1.495 0.296
Br -10.904 1.270 7.377
Br -8.873 -4.238 -4.507
Br 3.211 -2.064 3.304
Br -16.588 3.181 5.297
Br 0.387 -16.222 1.296
Br 13.043 1.827 -7.801
Br 6.097 1.864 -4.422
Br -8.496 -4.897 1.479
Br -0.002 -9.322 -0.731
Br 4.697 -17.704 1.616
Br -12.321 0.141 -0.528
Br 11.592 8.781 -7.649
Br 9.190 1.761 -5.295
F -4.398 1.993 2.239
O -5.058 7.295 -0.687
N -3.857 5.651 0.864
N 8.151 -0.936 0.368
N -4.214 2.451 0.975
N -4.423 4.014 -0.729
N -6.522 3.519 0.506
C -1.084 1.905 -3.840
C -2.075 5.253 -0.745
C -2.695 1.856 -3.536
C -9.244 2.053 -0.106
C 7.941 2.012 -3.831
C 13.286 3.337 -6.606
C -14.880 2.556 5.974
C 4.905 -1.420 -0.720
C 14.644 0.012 1.495
C 5.562 -0.616 0.556
C 6.993 0.033 0.201
C -9.220 -3.003 -5.964
C -0.901 5.874 -0.195
C -2.986 3.402 1.191
C -7.263 2.755 1.560
C -8.855 2.905 1.213
C 0.325 -2.260 -6.309
C -0.232 -14.958 2.633
C 0.216 6.624 -1.124
C -1.428 -9.496 0.574
C 3.068 -0.235 3.935
C 0.280 0.378 -2.053
C 13.261 7.850 -7.983
C -0.336 0.508 -3.544
C 9.592 -2.920 0.539
C -1.600 2.543 1.175
C -0.312 7.586 6.248
C 1.734 -0.380 -2.128
C -1.563 1.079 1.286
C 2.343 -0.528 -0.642
C -7.068 3.504 3.014
C -5.223 3.319 0.354
C -4.485 -5.793 2.681
C 9.514 -0.384 0.519
C -9.839 -3.531 1.166
C -9.686 2.126 6.133
C 3.350 -1.798 -0.482
C -2.958 2.140 -1.938
C -4.338 6.545 0.026
C 14.594 3.067 5.584
C -11.827 -0.689 -2.212
C 8.117 -2.399 0.392
C -3.243 4.501 0.044
C 4.570 -15.900 2.320
C -4.332 2.909 -1.719
C 10.493 -1.625 0.645
H 5.541 -2.372 -0.878
H 13.947 4.041 -7.112
H -1.893 0.466 0.358
H -14.213 3.417 5.999
H 13.923 8.553 -8.488
H -3.107 0.844 -3.884
H -0.877 2.194 -4.950
H -6.703 2.737 3.785
H 7.188 -3.070 0.302
H -12.067 0.024 -3.001
H -0.548 2.709 -3.190
H 4.990 -0.797 -1.687
H 3.592 -15.811 2.794
H 0.012 8.301 5.492
H 7.197 0.958 0.877
H -0.561 3.045 1.023
H -6.932 1.660 1.631
H 8.078 3.030 -3.467
H 7.071 0.406 -0.907
H 14.875 3.695 6.429
H 0.987 -1.394 -6.295
H 15.313 0.711 0.993
H 2.997 -2.605 -1.231
H 4.847 0.241 0.831
H -8.071 3.945 3.404
H 5.593 -1.371 1.423
H -9.485 2.625 2.146
H 2.476 0.256 -2.758
H 1.081 7.021 -0.481
H 11.625 -1.507 0.774
H -9.004 2.737 6.724
H -1.270 0.591 2.292
H -10.392 2.027 -0.177
H -2.001 2.635 -1.558
H -1.075 -0.357 -3.703
H 1.497 -0.670 0.148
H -3.126 2.757 -4.137
H -0.285 7.479 -1.736
H -3.012 1.094 -1.427
H -0.512 -14.046 2.104
H -4.543 -5.540 1.622
H -6.319 4.381 2.911
H -9.071 -1.997 -5.571
H 0.405 1.391 -1.513
H -4.682 3.322 -2.752
H -9.030 4.027 0.949
H -1.147 -8.891 1.436
H -8.751 1.013 -0.111
H 2.091 -0.138 4.408
H -9.746 -3.226 0.123
H 2.957 0.405 -0.327
H -7.022 4.190 -0.103
H 0.540 0.331 -4.291
H -8.853 2.620 -1.040
H 1.643 -1.424 -2.613
H 3.239 -2.263 0.570
H 9.738 0.740 0.539
H 10.004 -3.997 0.572
H -5.141 2.113 -1.444
H -0.410 -0.346 -1.461
H 0.650 5.857 -1.876
*
```

Values from the calculation:
Orbital gap = 4.73 eV
LUMO = -3.892 eV
Total energy = -3719285.980 eV
Highest occupied orbital energy = -8.6 eV

3.
Molecular formula: C46H61N6O3PS2V
Method: DFT, wB97M-V/def2-TZVPD

Structure (ORCA input):
```
! wB97M-V def2-TZVPD RIJCOSX def2/J DEFGRID3
* xyz 1 3
V -0.030 -0.625 0.007
S -0.587 -2.306 1.723
S -1.009 -1.754 4.556
P 2.780 0.109 2.117
O 1.519 -0.264 1.364
O 1.388 -1.615 -1.211
O 1.396 0.543 -1.067
N -4.228 -4.519 -2.672
N 2.432 1.924 -3.098
N -1.180 0.474 1.436
N -1.456 -1.842 -1.106
N -1.300 0.107 2.740
N -1.098 0.970 -1.097
C 4.457 -1.621 -4.066
C 5.945 -1.415 0.904
C 1.758 4.131 -6.021
C -1.087 -3.057 -1.547
C 1.992 2.921 5.669
C 1.179 1.908 3.504
C 6.486 0.895 1.733
C 2.891 -2.608 2.687
C -2.757 -1.530 -1.206
C -1.639 -0.336 5.471
C 4.676 -0.898 0.230
C 4.047 0.733 -4.437
C 3.101 0.764 -3.398
C -1.532 1.969 -0.314
C 7.010 -0.326 0.983
C -3.707 -2.375 -1.720
C -1.025 1.158 -2.411
C 1.137 3.135 4.407
C 2.360 3.063 -3.944
C 3.127 -3.319 5.115
C 2.701 5.427 -4.210
C 4.455 -2.596 4.916
C -1.361 2.361 -3.007
C 1.275 1.675 -5.766
C 2.856 -0.437 -2.693
C 3.104 1.895 5.419
C 1.865 -0.507 -1.615
C 4.099 0.381 0.865
C 3.530 -1.609 -3.050
C -3.326 -3.647 -2.167
C -0.988 -1.146 2.927
C 3.011 -1.219 3.347
C 5.208 1.426 1.096
C 2.499 -3.643 3.751
C 4.709 -0.432 -4.754
C 2.593 1.720 2.942
C -1.798 3.401 -2.201
C 2.199 5.342 -5.499
C 2.794 4.283 -3.438
C -1.896 3.203 -0.832
C 3.669 2.038 4.009
C 1.811 2.975 -5.231
C -1.966 -3.969 -2.075
C -1.597 1.636 1.106
C 4.213 -1.201 4.314
C 1.218 4.074 -7.425
H 4.003 3.070 3.870
H 1.411 -3.684 3.833
H -1.600 -4.929 -2.411
H -2.621 -0.052 5.102
H 1.015 0.994 -4.958
H -0.667 0.318 -2.995
H 2.008 1.155 -6.388
H 0.474 2.005 2.683
H 5.730 -1.780 1.909
H -3.954 -5.445 -2.944
H 2.705 2.427 2.110
H 2.459 -2.674 5.695
H 2.423 3.870 5.992
H -1.719 -0.671 6.504
H 2.093 -1.089 3.941
H 1.374 5.022 -7.937
H -5.205 -4.295 -2.698
H 7.914 -0.707 1.463
H 0.390 1.839 -6.382
H 6.318 0.638 2.781
H 4.256 1.647 -4.977
H -4.738 -2.054 -1.768
H -2.239 3.988 -0.173
H 1.507 3.995 3.840
H 1.700 3.289 -8.009
H 0.865 1.022 4.064
H 3.039 6.377 -3.820
H -0.035 -3.290 -1.470
H 4.933 -0.647 -0.803
H -1.263 2.477 -4.077
H 3.304 -2.511 -2.494
H 2.148 6.230 -6.117
H 5.441 -0.419 -5.552
H 3.255 -4.229 5.703
H 4.834 2.291 1.644
H 3.900 2.001 6.157
H 4.981 -2.529 -4.326
H 7.237 1.688 1.738
H 0.106 3.370 4.677
H 3.220 4.314 -2.443
H 5.115 -0.859 3.814
H 1.919 1.924 -2.228
H 1.365 2.574 6.494
H 4.560 1.426 3.885
H 5.471 1.802 0.101
H 3.430 0.823 0.116
H 2.154 -2.597 1.886
H -3.047 -0.554 -0.841
H -2.006 2.326 1.839
H 4.026 -0.498 5.126
H 0.145 3.867 -7.434
H -0.967 0.516 5.411
H 5.093 -3.189 4.255
H 7.296 -0.029 -0.032
H 6.320 -2.274 0.344
H 2.698 0.886 5.551
H 3.849 -2.875 2.243
H -2.059 4.357 -2.634
H 3.913 -1.679 0.167
H 2.824 -4.631 3.417
H 5.000 -2.493 5.855
*
```

Values from the calculation:
Orbital gap (spin up / spin down) = 6.79 / 6.55 eV
LUMO (spin up / spin down) = -3.041 / -3.289 eV
Total energy = -120424.580 eV
⟨S²⟩ = 2.0171
Relative energy (zero: lowest compared OMol25 entry of this formula, charge and spin) = 0.000 eV
Highest occupied orbital energy (spin up / spin down) = -9.8 / -9.8 eV